C11H20AlF8OS | wB97M-V/def2-TZVPD

The geometry in XYZ format:
```
42
Properties=species:S:1:pos:R:3:forces:R:3
S -2.594 0.573 -1.322 -0.106 -0.565 -0.140
Al -1.737 2.719 -1.668 -0.003 0.234 0.341
F -3.689 -3.028 1.305 -0.421 0.136 -0.519
F -4.736 -3.221 -0.614 0.076 0.006 0.051
F -1.574 -2.859 2.377 0.536 -0.083 0.415
F -2.227 -4.742 4.227 -0.008 -0.064 -0.002
F -3.062 -5.244 2.261 0.173 -0.216 0.362
F 0.130 -4.044 3.065 -0.023 0.090 0.093
F -2.853 -5.146 -0.322 0.024 0.117 -0.227
F -2.421 -3.685 -1.902 -0.040 0.026 -0.037
O -0.681 -4.445 1.065 -0.200 -0.191 -0.027
C -3.549 -2.901 -0.042 -0.251 0.138 0.017
C 4.700 2.066 -1.360 0.250 -0.306 0.376
C -2.481 -3.860 -0.556 0.079 -0.306 0.180
C -1.011 -4.078 2.330 0.074 0.169 -0.069
C -1.918 -5.130 2.964 -0.204 -0.104 0.185
C 0.663 4.071 -0.553 -0.645 -0.364 0.219
C 3.163 3.838 -0.405 -0.023 -0.225 0.534
C 1.856 3.151 -0.682 -0.220 0.349 -0.561
C -0.602 3.328 -0.105 -0.069 -0.308 -0.841
C 4.314 2.899 -0.159 0.237 0.186 -0.595
C -1.065 -3.626 -0.022 0.414 0.281 -0.420
H -0.310 2.477 0.492 0.089 -0.401 0.425
H -0.885 -2.571 0.184 -0.178 0.037 -0.007
H 3.849 1.623 -1.837 -0.577 -0.143 -0.382
H -3.027 3.678 -1.858 -0.013 0.048 -0.044
H 5.282 2.610 -2.081 0.099 0.408 -0.439
H -0.876 2.632 -3.031 0.088 -0.046 -0.052
H 0.473 4.523 -1.512 0.052 0.482 -0.516
H 5.169 3.487 0.128 0.522 0.219 0.316
H 1.727 2.302 -0.038 0.048 -0.479 0.597
H 4.094 2.238 0.660 -0.269 -0.271 0.513
H 5.312 1.244 -1.030 0.429 -0.453 0.071
H -0.393 -3.907 -0.829 -0.013 -0.073 -0.039
H -2.394 0.292 -0.029 0.124 0.328 0.150
H -1.190 3.964 0.530 -0.474 0.356 0.358
H -1.411 -6.097 2.993 0.008 0.017 0.009
H 3.410 4.545 -1.177 0.124 0.376 -0.564
H 1.836 2.760 -1.685 0.090 -0.402 -0.546
H 3.022 4.419 0.492 -0.008 0.426 0.493
H -3.281 -1.874 -0.291 -0.092 0.129 -0.081
H 0.875 4.875 0.134 0.299 0.442 0.399
```
Forces are in eV/Å.

## Properties
- net charge = -1


C11H20BN2O5P | wB97M-V/def2-TZVPD

The geometry in XYZ format:
```
40
Properties=species:S:1:pos:R:3:forces:R:3
P -2.300 -1.573 2.410 -0.059 -0.325 0.171
O -5.410 -2.363 0.508 -0.211 0.237 -0.647
O 0.361 1.424 -3.296 0.178 -0.027 0.104
O 1.231 -0.497 3.294 2.662 0.333 3.215
O 2.049 0.438 -2.387 -0.087 0.175 -0.145
O -3.478 -3.444 -0.330 0.136 0.339 -0.631
N 1.482 1.423 -2.824 -0.077 -0.133 0.011
N 0.942 -1.436 1.289 -1.133 0.043 -0.568
C 0.480 -0.710 2.428 -1.813 -0.320 -2.081
C 4.174 3.935 -2.237 -0.063 0.096 -0.043
C -3.573 -3.019 2.181 0.024 0.511 -0.841
C 3.567 5.091 -2.706 0.008 0.014 0.000
C 3.491 2.730 -2.268 0.216 -0.129 0.108
C 0.349 -1.003 0.021 -0.035 0.021 0.503
C 2.271 5.047 -3.202 0.113 -0.009 0.046
C 2.204 2.704 -2.772 0.096 0.149 -0.011
C 1.582 3.847 -3.237 -0.216 0.127 -0.114
C 0.949 -2.886 1.462 0.554 0.448 -0.239
C -0.947 -0.221 2.585 -0.242 -0.149 -0.718
B -4.184 -2.944 0.718 0.142 -0.192 1.374
H 4.105 6.030 -2.685 -0.003 0.001 0.007
H 1.798 5.950 -3.564 -0.023 -0.009 -0.006
H -2.544 -3.503 -0.106 -0.028 -0.482 -0.049
H -3.168 -0.868 3.277 0.073 0.075 -0.101
H -2.404 -1.261 1.017 0.051 -0.045 0.108
H 0.897 -0.152 -0.341 0.181 0.323 -0.292
H 1.519 -3.132 2.338 0.043 -0.152 0.606
H -1.394 -2.497 3.006 -0.058 0.063 0.100
H 0.412 -1.793 -0.702 0.211 -0.334 -0.410
H -1.163 0.577 1.885 -0.115 0.226 -0.385
H 1.494 -3.304 0.631 0.166 -0.225 -0.395
H -0.700 -0.721 0.082 -0.218 0.006 0.090
H -3.023 -3.943 2.293 0.275 -0.366 0.133
H -0.031 -3.353 1.487 -0.321 -0.131 0.096
H 0.575 3.810 -3.625 -0.001 -0.139 0.016
H 5.183 3.970 -1.850 0.001 -0.024 0.011
H 3.961 1.830 -1.903 -0.112 -0.072 -0.037
H -1.012 0.223 3.563 0.077 0.070 0.528
H -4.354 -2.995 2.929 -0.136 0.112 0.339
H -5.391 -1.409 0.631 -0.256 -0.105 0.145
```
Forces are in eV/Å.

## Properties
- structure (SMILES) = CN(C)C(=O)C[PH3]CB(O)O.O=[N+]([O-])c1ccccc1


C11H20BN6O4S4Zr | wB97M-V/def2-TZVPD

The geometry in XYZ format:
```
47
Properties=species:S:1:pos:R:3:forces:R:3
Zr -0.003 -0.963 -1.415 0.207 0.228 -0.103
S 2.333 -2.075 -0.759 -0.339 0.133 -0.258
S -1.077 -3.056 -2.294 0.139 0.047 -0.159
S -0.506 -0.237 0.985 0.133 -0.021 -0.175
S 1.622 1.097 -1.719 -0.201 -0.206 0.106
O 0.236 -2.502 -2.887 -0.037 -0.011 0.113
O -1.561 -4.272 -2.813 -0.013 -0.024 -0.004
O -1.935 -1.823 -2.405 0.252 0.275 0.148
O -0.705 -2.999 -0.823 -0.219 -0.191 0.231
N 3.464 -0.377 0.927 -0.032 -0.021 -0.064
N 1.043 3.577 -0.765 -0.097 -0.151 0.005
N -0.753 2.415 -1.173 0.241 -0.018 0.013
N -3.094 -1.045 0.644 0.018 0.143 -0.061
N 2.222 -2.026 1.916 0.039 0.093 0.005
N -2.511 0.516 -0.767 -0.031 0.038 0.019
C -2.086 -0.235 0.272 0.018 -0.190 0.071
C -3.811 0.164 -1.036 -0.124 -0.106 0.038
C -2.996 -2.061 1.681 0.033 -0.079 0.056
C 1.376 -3.213 1.963 -0.069 -0.069 -0.050
C 0.592 2.391 -1.213 -0.089 -0.007 -0.083
C -0.038 4.370 -0.435 -0.084 0.037 -0.007
C 2.430 3.997 -0.703 0.090 0.029 0.009
C -4.178 -0.798 -0.155 0.040 0.063 -0.054
C 3.883 0.220 2.180 -0.030 0.033 0.032
C 2.669 -1.436 0.815 0.161 -0.003 0.063
C -1.147 3.648 -0.693 -0.028 0.101 0.013
B -1.691 1.367 -1.779 0.106 -0.108 -0.148
H 3.062 3.118 -0.608 0.010 0.007 -0.002
H 0.872 -3.341 1.008 0.020 0.005 0.073
H -0.981 0.610 -2.474 0.100 -0.132 0.123
H -5.104 -1.331 -0.035 -0.031 -0.004 -0.012
H -3.949 -2.577 1.746 0.003 0.009 -0.010
H 2.549 -1.673 2.802 -0.020 0.017 -0.013
H 0.635 -3.076 2.748 0.005 -0.008 0.004
H 4.498 1.088 1.962 0.008 -0.009 -0.004
H 0.092 5.368 -0.060 -0.031 0.029 0.015
H 3.021 0.551 2.764 0.009 -0.005 0.007
H -4.350 0.606 -1.852 -0.022 0.009 -0.004
H -2.212 -2.766 1.407 -0.025 0.004 0.018
H 3.768 0.025 0.054 -0.036 -0.006 0.041
H -2.185 3.905 -0.591 -0.020 0.018 0.017
H 4.480 -0.477 2.771 0.001 -0.004 0.005
H -2.766 -1.596 2.638 -0.001 -0.011 -0.017
H 2.702 4.537 -1.608 0.019 -0.007 0.009
H -2.450 1.844 -2.561 -0.069 0.054 0.012
H 2.566 4.638 0.164 0.000 0.012 -0.011
H 1.975 -4.098 2.177 -0.005 0.006 -0.007
```
Forces are in eV/Å.

## Properties
- net charge = +1


C11H20Br5F3O3PS | wB97M-V/def2-TZVPD

The geometry in XYZ format:
```
44
Properties=species:S:1:pos:R:3:forces:R:3
Br 1.616 4.014 -1.510 0.046 0.169 -0.112
Br 0.514 -1.685 -4.595 -0.011 -0.095 0.062
Br 1.192 0.517 -1.121 -1.004 -0.499 1.726
Br 3.951 1.827 -3.335 -0.104 0.045 -0.005
Br -1.535 -3.313 -1.996 0.023 -0.645 -0.363
S -0.443 1.490 2.037 -4.420 4.090 5.614
P -0.026 -0.130 0.680 -0.194 -1.848 -2.564
F -5.171 0.834 3.035 1.553 -3.242 0.275
F -4.641 -0.268 0.413 1.506 0.036 2.190
F -3.946 -0.972 3.996 -0.699 2.285 -2.621
O 2.134 -1.351 1.973 -1.581 -0.785 0.126
O -0.482 1.054 3.488 1.462 -0.338 -3.886
O -1.819 2.058 1.733 3.731 -1.877 -1.127
C 0.820 -1.616 1.470 0.373 -1.084 0.503
C -2.530 -1.377 1.319 -1.763 0.291 0.215
C -1.993 -2.842 -3.835 -0.174 -0.120 -0.163
C -4.339 -0.276 2.853 -0.199 0.733 -1.819
C 0.759 2.878 1.882 1.103 0.915 -0.493
C -1.729 -0.745 0.077 0.524 -0.236 0.808
C 3.563 3.927 -1.429 -0.031 0.277 0.055
C 2.277 -1.853 3.340 0.448 0.365 1.205
C 4.153 3.690 -2.796 0.183 -0.192 -0.037
C -3.916 -0.604 1.564 0.481 -0.506 1.665
C -0.831 -3.086 -4.764 0.150 0.207 -0.120
H 3.361 -2.165 3.536 -1.549 0.691 -0.592
H -1.157 -3.043 -5.804 -0.064 0.000 0.131
H 1.988 -0.984 4.030 0.397 -1.429 -0.723
H -1.976 -1.301 2.317 -0.764 -0.233 -1.389
H 0.098 -2.017 2.269 0.952 0.819 -0.967
H 1.638 -2.766 3.556 0.634 1.145 -0.458
H 3.874 4.896 -1.037 -0.009 -0.083 -0.087
H 0.869 -2.447 0.674 -0.201 1.394 0.682
H 3.817 3.149 -0.709 0.028 0.045 -0.168
H 0.161 3.840 2.040 0.404 -1.632 -0.111
H -2.756 -2.467 1.067 0.493 1.374 0.402
H -2.326 -1.806 -3.823 0.115 -0.118 -0.026
H -1.485 -1.625 -0.635 -0.231 1.958 0.908
H -0.326 -4.035 -4.585 -0.124 0.112 0.032
H 5.228 3.869 -2.786 -0.105 -0.008 0.063
H -2.833 -3.488 -4.091 0.107 0.022 0.059
H 1.229 2.972 0.844 -0.824 -0.439 1.318
H 1.590 2.837 2.665 -1.352 -0.442 -0.971
H -2.266 0.112 -0.435 0.691 -1.058 0.601
H 3.695 4.299 -3.575 0.000 -0.062 0.162
```
Forces are in eV/Å.

## Properties
- net charge = +1


no.,lowest unoccupied orbital energy (eV),electronic energy (Ha)
1,2.596,-1945.999250
2,-0.634,-1282.948116
3,-3.571,-2725.366527
4,-4.733,-14565.638375